Record 1
# C34H52BN7ORhS2Si3

A molecular structure, C34H52BN7ORhS2Si3 (the ωB97M-V functional and the def2-TZVPD basis, the OMol25 dataset).

Output
HOMO (alpha / beta) ... -0.37045 / -0.39393 Eh
2S+1 ... 5
Energy above the lowest of the compared OMol25 structures with the same formula, charge and spin ... 83.2 kJ/mol
Lowest unoccupied orbital energy (alpha / beta) ... -2.24 / -4.42 eV
Max |F| ... 0.017 Eh/bohr
<S²> ... 6.01
Total charge ... +1

Last column: Löwdin charge in e.
Positions of all 101 atoms, in Å:
Rh  0.29  -0.07  0.82  1.02
B  2.57  0.62  3.51  -0.44
N  1.14  0.21  3.92  -0.07
C  0.68  0.19  5.17  -0.07
C  -0.63  -0.26  5.16  -0.04
C  -0.89  -0.50  3.82  -0.17
N  0.18  -0.21  3.07  -0.03
N  3.08  -0.36  2.42  -0.07
C  4.33  -0.84  2.35  -0.09
C  4.51  -1.44  1.12  -0.06
C  3.28  -1.28  0.48  -0.18
N  2.42  -0.64  1.28  -0.05
H  2.59  1.76  3.11  0.05
H  3.28  0.46  4.48  0.08
H  1.32  0.47  5.99  0.13
H  -1.29  -0.41  6.00  0.10
H  -1.79  -0.89  3.37  0.09
H  4.99  -0.72  3.20  0.12
H  5.39  -1.94  0.76  0.10
H  2.96  -1.60  -0.48  0.06
C  0.29  1.00  -2.66  -0.20
Si  -1.44  1.06  -1.93  0.39
C  -2.45  2.25  -2.97  -0.15
C  -2.19  -0.64  -2.23  -0.17
C  -1.55  1.59  -0.13  -0.40
Si  -1.46  3.48  0.17  0.38
C  -3.21  4.18  0.06  -0.17
C  -0.48  4.43  -1.13  -0.20
C  -0.84  3.88  1.90  -0.18
Si  -3.00  0.82  0.80  0.49
C  -3.29  1.46  2.54  -0.17
C  -4.60  1.02  -0.17  -0.15
C  -2.72  -1.07  0.97  -0.31
C  -3.78  -1.96  1.08  -0.05
C  -3.54  -3.31  1.29  -0.04
C  -2.23  -3.74  1.42  -0.03
C  -1.22  -2.81  1.31  -0.13
N  -1.46  -1.52  1.08  -0.06
H  0.18  0.66  -3.69  0.04
H  0.95  0.31  -2.13  -0.02
H  0.76  1.99  -2.68  0.02
H  -2.45  1.88  -4.00  0.04
H  -2.04  3.27  -3.00  0.03
H  -3.49  2.31  -2.64  0.03
H  -2.18  -0.81  -3.31  0.05
H  -3.22  -0.76  -1.90  0.02
H  -1.61  -1.43  -1.76  -0.02
H  -3.61  4.11  -0.95  0.03
H  -3.10  5.25  0.28  0.05
H  -3.94  3.79  0.77  0.02
H  -0.12  3.82  -1.95  0.00
H  0.39  4.90  -0.67  0.03
H  -1.11  5.22  -1.54  0.04
H  -1.52  3.50  2.66  0.02
H  -0.82  4.97  2.00  0.05
H  0.16  3.51  2.11  -0.01
H  -3.74  2.45  2.54  0.03
H  -2.39  1.48  3.14  0.01
H  -4.00  0.78  3.03  0.05
H  -4.78  2.05  -0.48  0.02
H  -5.42  0.74  0.50  0.05
H  -4.65  0.38  -1.05  0.03
H  -4.80  -1.60  0.99  0.11
H  -4.37  -4.01  1.37  0.12
H  -2.00  -4.78  1.61  0.11
H  -0.18  -3.09  1.42  0.10
C  4.81  0.78  -1.78  -0.04
N  3.50  1.22  -1.33  -0.01
C  3.22  1.72  -0.13  -0.80
N  4.20  1.90  0.75  0.16
S  1.62  2.19  0.27  0.73
H  4.80  0.72  -2.86  0.09
H  5.06  -0.20  -1.36  0.07
H  5.57  1.51  -1.50  0.09
H  2.70  1.08  -1.93  0.08
H  5.13  1.55  0.60  0.11
H  3.92  2.17  1.68  0.08
O  0.73  -2.02  -0.75  -0.59
S  0.72  -2.74  -2.08  1.04
C  0.81  -4.47  -1.64  -0.38
C  1.30  -4.83  -0.39  -0.10
C  1.34  -6.18  -0.05  -0.06
C  0.89  -7.14  -0.95  -0.06
C  0.40  -6.76  -2.19  -0.06
C  0.35  -5.42  -2.54  -0.07
C  2.36  -2.56  -2.81  -0.36
C  3.48  -3.22  -2.31  -0.07
C  4.72  -2.98  -2.88  -0.06
C  4.83  -2.12  -3.96  -0.07
C  3.71  -1.49  -4.48  -0.07
C  2.47  -1.72  -3.90  -0.08
H  1.64  -4.06  0.29  0.10
H  1.73  -6.48  0.91  0.11
H  0.93  -8.18  -0.68  0.11
H  0.04  -7.51  -2.89  0.11
H  -0.04  -5.11  -3.50  0.12
H  3.38  -3.90  -1.47  0.11
H  5.59  -3.49  -2.50  0.12
H  5.80  -1.95  -4.41  0.12
H  3.80  -0.84  -5.34  0.12
H  1.58  -1.24  -4.30  0.10



Record 2
# C34H52Cl2NPSc

A molecular structure, C34H52Cl2NPSc at a distorted geometry (the ωB97M-V functional and the def2-TZVPD basis, the OMol25 dataset).

Output
HOMO ... -0.06222 Eh
Lowest unoccupied orbital energy ... 1.97 eV
Max |F| ... 0.038 Eh/bohr
Total charge ... -1

Last column: Löwdin charge in e.
Positions of all 91 atoms, in Å:
P  -0.04  0.75  -1.37  1.03
C  -1.68  0.25  -2.10  -0.43
C  -2.16  1.11  -3.28  -0.21
C  -3.60  0.73  -3.63  -0.20
C  -3.76  -0.78  -3.88  -0.21
C  -3.21  -1.63  -2.73  -0.20
C  -1.76  -1.26  -2.39  -0.20
C  1.36  0.14  -2.42  -0.46
C  1.26  0.53  -3.89  -0.21
C  2.58  0.18  -4.59  -0.20
C  2.95  -1.30  -4.40  -0.21
C  2.95  -1.73  -2.93  -0.19
C  1.63  -1.36  -2.24  -0.21
C  0.02  2.60  -1.44  -0.45
C  -1.10  3.22  -0.60  -0.24
C  -1.09  4.75  -0.71  -0.20
C  0.27  5.35  -0.34  -0.21
C  1.42  4.69  -1.10  -0.20
C  1.38  3.16  -1.00  -0.24
H  -2.34  0.45  -1.23  0.08
H  -1.50  0.95  -4.15  0.10
H  -2.11  2.18  -3.03  0.09
H  -3.92  1.29  -4.51  0.10
H  -4.25  1.02  -2.79  0.11
H  -4.81  -1.01  -4.05  0.10
H  -3.23  -1.04  -4.81  0.11
H  -3.82  -1.47  -1.84  0.12
H  -3.26  -2.69  -3.00  0.11
H  -1.40  -1.84  -1.53  0.09
H  -1.10  -1.51  -3.24  0.10
H  2.23  0.66  -1.99  0.06
H  3.38  0.80  -4.16  0.11
H  1.05  1.61  -3.99  0.10
H  0.42  0.00  -4.36  0.10
H  2.51  0.42  -5.66  0.10
H  3.93  -1.50  -4.85  0.10
H  2.22  -1.92  -4.95  0.11
H  3.12  -2.82  -2.85  0.11
H  3.77  -1.23  -2.40  0.12
H  1.68  -1.63  -1.18  0.06
H  0.81  -1.95  -2.66  0.10
H  -0.14  2.86  -2.50  0.10
H  -2.09  2.84  -0.91  0.10
H  -1.00  2.91  0.46  0.05
H  -1.31  5.02  -1.76  0.11
H  -1.88  5.18  -0.09  0.11
H  0.44  5.24  0.74  0.11
H  0.27  6.43  -0.55  0.10
H  2.39  5.06  -0.74  0.11
H  1.34  4.96  -2.16  0.11
H  2.20  2.74  -1.61  0.10
H  1.60  2.84  0.03  0.05
Sc  0.21  0.03  1.26  0.14
Cl  2.49  0.48  0.68  0.11
Cl  -2.00  0.82  1.65  0.06
C  -0.31  -1.99  0.93  -0.29
H  -1.39  -2.15  0.81  -0.02
C  0.46  -3.18  0.89  -0.40
C  1.90  -3.18  0.94  -0.11
C  2.62  -4.37  0.91  -0.14
C  1.93  -5.60  0.85  -0.18
C  0.53  -5.63  0.80  -0.16
C  -0.20  -4.45  0.80  -0.11
H  2.40  -2.21  1.02  0.04
H  3.71  -4.34  0.93  0.08
H  0.01  -6.60  0.77  0.08
H  -1.29  -4.46  0.75  0.08
H  2.50  -6.52  0.85  0.06
C  -2.26  0.06  5.01  -0.02
N  -1.40  -1.12  5.27  -0.19
C  -2.19  -2.38  5.32  0.00
C  -0.19  -1.22  4.33  -0.10
C  0.60  0.05  4.42  -0.30
C  1.16  0.45  5.66  -0.08
C  1.88  1.64  5.73  -0.12
C  2.05  2.43  4.60  -0.10
C  1.45  2.04  3.38  -0.16
C  0.78  0.85  3.31  -0.25
H  -2.65  0.00  3.99  0.03
H  -1.67  0.98  5.11  0.10
H  -3.08  0.06  5.74  0.10
H  -1.00  -0.98  6.22  0.16
H  -2.63  -2.57  4.34  0.12
H  -1.52  -3.20  5.60  0.10
H  -2.97  -2.26  6.09  0.09
H  0.38  -2.10  4.67  0.14
H  -0.58  -1.43  3.32  0.07
H  1.04  -0.18  6.56  0.10
H  2.32  1.95  6.69  0.09
H  2.65  3.34  4.64  0.09
H  1.58  2.68  2.50  0.07



Record 3
# C34H52Cl2O30

11 unconnected molecules or ions with the total composition C34H52Cl2O30 at a distorted geometry (the ωB97M-V functional and the def2-TZVPD basis, the OMol25 dataset).

Output
HOMO ... -0.37532 Eh
Energy above the lowest of the compared OMol25 structures with the same formula, charge and spin ... 203.6 kJ/mol
SMILES ... CCOC(=O)OC.CCOC(=O)OC.O=C1OCCO1.O=C1OCCO1.O=C1OCCO1.O=C1OCCO1.O=C1OCCO1.O=C1OCCO1.O=C1OCCO1.O=C1OCCO1.ClCCCl
Lowest unoccupied orbital energy ... -0.02 eV
Max |F| ... 0.128 Eh/bohr

Last column: Löwdin charge in e.
Positions of all 118 atoms, in Å:
C  20.43  -6.40  14.11  -0.07
C  19.85  -5.03  14.15  -0.27
O  20.86  -4.09  13.82  0.00
C  21.73  -3.60  14.81  -0.50
O  21.58  -3.79  16.04  0.06
O  22.75  -2.95  14.31  0.00
C  23.53  -2.02  15.12  0.00
H  19.75  -7.24  14.22  0.08
H  21.14  -6.38  14.94  0.08
H  20.96  -6.57  13.18  0.09
H  19.23  -4.71  14.99  0.13
H  19.11  -5.00  13.35  0.12
H  23.27  -1.98  16.18  0.09
H  23.47  -1.07  14.59  0.10
H  24.53  -2.45  15.06  0.09
C  11.68  -5.91  16.70  -0.07
C  12.40  -5.47  17.95  -0.18
O  13.30  -6.55  18.40  0.04
C  14.60  -6.40  18.22  -0.60
O  15.17  -5.55  17.54  0.10
O  15.23  -7.48  18.70  -0.01
C  16.65  -7.60  18.51  -0.03
H  12.46  -6.25  16.02  0.08
H  10.91  -5.23  16.35  0.08
H  11.06  -6.75  17.01  0.07
H  11.59  -5.49  18.68  0.12
H  12.88  -4.50  17.82  0.13
H  17.19  -6.72  18.87  0.09
H  16.89  -7.64  17.44  0.09
H  17.07  -8.44  19.06  0.09
O  17.24  -11.16  15.43  0.18
C  16.08  -10.96  15.33  -0.65
O  15.23  -11.33  16.24  0.09
C  13.94  -10.86  15.93  -0.12
C  14.21  -9.72  14.95  -0.10
O  15.52  -10.08  14.52  0.08
H  13.34  -11.62  15.44  0.13
H  13.31  -10.59  16.78  0.13
H  14.04  -8.78  15.47  0.12
H  13.51  -9.77  14.11  0.13
O  6.21  -2.39  14.15  0.13
C  5.79  -2.82  15.21  -0.58
O  5.31  -2.03  16.19  0.07
C  4.75  -2.78  17.25  -0.12
C  5.09  -4.18  16.82  -0.13
O  5.64  -4.08  15.52  0.10
H  5.26  -2.72  18.21  0.13
H  3.67  -2.65  17.34  0.13
H  4.14  -4.72  16.80  0.13
H  5.83  -4.70  17.43  0.13
O  15.40  -2.32  21.38  0.14
C  14.62  -1.39  21.40  -0.59
O  13.33  -1.54  21.09  0.05
C  12.63  -0.33  21.17  -0.11
C  13.79  0.67  21.21  -0.14
O  14.90  -0.12  21.40  0.10
H  11.98  -0.09  20.33  0.14
H  12.16  -0.44  22.15  0.13
H  13.58  1.39  22.00  0.13
H  13.85  1.21  20.26  0.14
O  14.05  -11.53  21.62  0.14
C  15.11  -12.13  21.62  -0.46
O  16.31  -11.48  21.88  0.05
C  17.38  -12.35  21.70  -0.15
C  16.69  -13.62  21.27  -0.16
O  15.36  -13.32  20.94  0.07
H  18.11  -12.07  20.95  0.13
H  17.91  -12.49  22.64  0.13
H  16.83  -14.50  21.90  0.13
H  17.13  -13.94  20.33  0.13
O  16.00  2.84  16.18  0.09
C  16.40  1.65  16.21  -0.63
O  16.58  0.93  17.29  0.10
C  16.96  -0.40  16.90  -0.10
C  17.06  -0.34  15.42  -0.11
O  16.59  0.97  15.17  0.10
H  17.92  -0.76  17.27  0.14
H  16.12  -1.06  17.13  0.14
H  16.52  -1.20  15.01  0.14
H  18.07  -0.29  15.03  0.14
O  11.82  1.06  16.00  0.11
C  11.90  0.62  14.85  -0.61
O  11.97  -0.65  14.55  0.07
C  11.84  -0.88  13.17  -0.13
C  12.25  0.46  12.67  -0.12
O  12.02  1.31  13.77  0.12
H  12.61  -1.61  12.94  0.13
H  10.87  -1.31  12.92  0.14
H  11.58  0.52  11.81  0.13
H  13.27  0.53  12.29  0.14
O  13.43  -5.77  10.99  0.10
C  13.51  -5.19  9.89  -0.55
O  12.89  -5.57  8.78  0.09
C  13.23  -4.67  7.77  -0.12
C  14.01  -3.52  8.46  -0.13
O  14.19  -4.07  9.71  0.07
H  13.95  -5.18  7.13  0.13
H  12.42  -4.35  7.11  0.13
H  13.44  -2.60  8.50  0.13
H  14.98  -3.48  7.98  0.13
O  13.60  -6.56  27.15  0.12
C  13.70  -6.50  25.93  -0.66
O  12.69  -6.39  25.17  0.10
C  13.14  -6.13  23.86  -0.11
C  14.47  -6.80  23.82  -0.08
O  14.78  -6.70  25.22  0.09
H  12.40  -6.37  23.09  0.14
H  13.28  -5.05  23.79  0.14
H  15.17  -6.17  23.27  0.13
H  14.58  -7.82  23.43  0.14
Cl  7.63  -7.84  19.98  0.53
C  6.73  -7.55  21.48  -0.67
C  5.96  -6.23  21.45  -0.60
Cl  7.16  -4.84  21.42  0.48
H  7.47  -7.59  22.28  0.07
H  6.09  -8.43  21.50  0.06
H  5.47  -6.10  22.41  0.06
H  5.22  -6.02  20.68  0.07



Record 4
# C34H52O26Rb2

A molecular structure, C34H52O26Rb2 at a distorted geometry (the ωB97M-V functional and the def2-TZVPD basis, the OMol25 dataset).

Output
HOMO ... -0.27600 Eh
Energy above the lowest of the compared OMol25 structures with the same formula, charge and spin ... 0.0 kJ/mol
Lowest unoccupied orbital energy ... -1.11 eV
Max |F| ... 0.043 Eh/bohr

Last column: Löwdin charge in e.
Positions of all 114 atoms, in Å:
Rb  -3.44  0.34  -3.18  0.88
Rb  1.00  -0.98  -3.20  0.83
O  -0.95  0.56  -1.66  -0.54
C  -0.40  0.52  -0.36  -0.43
C  0.24  -0.72  0.34  -0.45
O  1.28  -1.49  -0.23  -0.43
H  -1.22  0.91  0.29  0.07
H  0.29  1.38  -0.18  0.07
H  -0.61  -1.42  0.51  0.08
H  0.48  -0.46  1.39  0.07
C  5.24  -0.91  0.31  -0.01
C  4.26  0.08  0.91  -0.30
C  3.74  -0.29  2.30  -0.09
O  4.18  0.74  3.16  0.09
C  4.88  1.65  2.49  -0.58
O  5.32  2.65  2.93  0.16
O  4.97  1.30  1.19  0.06
H  5.93  -1.33  1.05  0.09
H  5.86  -0.55  -0.51  0.09
H  4.64  -1.80  0.07  0.07
H  3.45  0.29  0.22  0.13
H  4.10  -1.27  2.61  0.13
H  2.65  -0.33  2.23  0.11
C  -3.84  1.74  3.45  -0.01
C  -3.28  0.73  2.45  -0.25
C  -3.76  -0.72  2.61  -0.04
O  -4.60  -0.90  1.46  0.08
C  -4.50  0.12  0.62  -0.58
O  -4.91  0.09  -0.50  0.09
O  -3.88  1.14  1.19  0.06
H  -3.24  2.66  3.45  0.08
H  -3.83  1.30  4.46  0.09
H  -4.85  2.12  3.31  0.09
H  -2.20  0.85  2.40  0.14
H  -4.29  -0.89  3.54  0.14
H  -2.92  -1.42  2.52  0.10
C  2.41  3.92  0.51  -0.01
C  3.39  3.68  -0.62  -0.28
C  2.92  2.72  -1.74  -0.08
O  3.05  3.51  -2.90  0.04
C  3.56  4.75  -2.62  -0.56
O  3.79  5.53  -3.50  0.17
O  3.63  4.90  -1.31  0.12
H  2.74  4.55  1.33  0.10
H  2.12  2.95  0.94  0.09
H  1.44  4.32  0.19  0.06
H  4.28  3.27  -0.14  0.14
H  1.87  2.45  -1.61  0.11
H  3.53  1.83  -1.87  0.14
C  -0.79  4.87  -5.30  0.01
C  0.32  4.02  -4.69  -0.29
C  -0.16  2.81  -3.86  -0.08
O  0.50  1.70  -4.49  -0.03
C  1.27  2.13  -5.52  -0.59
O  1.91  1.41  -6.21  0.17
O  1.08  3.43  -5.73  0.11
H  -1.29  4.30  -6.09  0.10
H  -0.35  5.74  -5.79  0.09
H  -1.57  5.11  -4.58  0.08
H  1.00  4.64  -4.10  0.15
H  -1.23  2.66  -3.90  0.12
H  0.18  2.88  -2.83  0.10
C  -1.38  4.69  0.34  0.00
C  -2.01  4.30  -0.99  -0.30
C  -3.19  3.33  -0.84  -0.07
O  -4.06  3.80  -1.88  0.06
C  -3.70  5.02  -2.30  -0.58
O  -4.29  5.68  -3.09  0.17
O  -2.60  5.42  -1.63  0.10
H  -0.75  3.88  0.72  0.08
H  -2.19  4.80  1.07  0.09
H  -0.77  5.58  0.35  0.09
H  -1.29  3.78  -1.62  0.13
H  -3.67  3.40  0.13  0.13
H  -2.87  2.34  -1.13  0.08
C  -2.37  -4.57  0.58  0.01
C  -3.16  -3.37  0.11  -0.28
C  -2.91  -2.98  -1.34  -0.08
O  -4.23  -2.75  -1.88  0.01
C  -5.15  -3.29  -1.02  -0.58
O  -6.31  -3.32  -1.25  0.18
O  -4.55  -3.75  0.06  0.11
H  -2.86  -5.06  1.43  0.10
H  -1.37  -4.32  0.92  0.07
H  -2.28  -5.34  -0.18  0.10
H  -3.03  -2.49  0.73  0.12
H  -2.38  -3.69  -1.98  0.14
H  -2.42  -2.01  -1.45  0.10
C  3.62  -4.81  -0.41  -0.02
C  2.27  -4.91  0.24  -0.31
C  1.08  -4.98  -0.74  -0.09
O  0.33  -6.08  -0.26  0.06
C  1.04  -6.78  0.64  -0.59
O  0.63  -7.77  1.16  0.17
O  2.17  -6.17  0.95  0.09
H  3.70  -5.49  -1.26  0.09
H  4.44  -5.05  0.26  0.09
H  3.78  -3.80  -0.78  0.08
H  2.16  -4.11  0.97  0.12
H  1.44  -5.11  -1.76  0.13
H  0.61  -4.00  -0.64  0.11
C  1.33  -2.18  4.72  -0.01
C  0.44  -2.53  3.53  -0.30
C  0.46  -4.05  3.24  -0.06
O  -0.91  -4.41  3.35  0.06
C  -1.64  -3.41  3.82  -0.59
O  -2.79  -3.49  4.14  0.17
O  -0.92  -2.27  3.85  0.08
H  1.16  -1.14  5.01  0.09
H  2.37  -2.40  4.49  0.09
H  1.00  -2.76  5.58  0.09
H  0.82  -2.13  2.59  0.12
H  1.01  -4.64  3.98  0.14
H  0.80  -4.38  2.26  0.10



| no. | molecular weight (u) |
| --- | --- |
| 1 | 836.95 |
| 2 | 621.63 |
| 3 | 1011.67 |
| 4 | 1047.70 |